Entry 1:
4
Properties=species:S:1:pos:R:3 method="wB97M-V/def2-TZVPD" charge=0 fmax_ev_per_a=2.73 smiles=N#N.N#N relative_energy_kj_mol=10.7 orbital_gap_ev=15.78
N -1.83134 0.43952 -0.04897
N -1.24624 -0.48517 0.06351
N 1.65966 0.56065 0.04169
N 1.41792 -0.51500 -0.05623

Entry 2:
5
Properties=species:S:1:pos:R:3 method="wB97M-V/def2-TZVPD" charge=0 fmax_ev_per_a=1.15 smiles=n1nnon1 relative_energy_kj_mol=0.0 orbital_gap_ev=12.64
N -0.67346 0.83700 -0.00067
N 0.67361 0.83688 0.00051
N -1.07780 -0.33527 0.00053
N 1.07774 -0.33546 -0.00021
O -0.00010 -1.14587 -0.00018

Entry 3:
29
Properties=species:S:1:pos:R:3 method="wB97M-V/def2-TZVPD" charge=-5 fmax_ev_per_a=9.85 relative_energy_kj_mol=927.6 orbital_gap_ev=6.05
Pb 14.05370 -22.06024 -8.85813
N 14.73923 -23.70294 -11.93860
O 13.71738 -24.14819 -12.51719
O 15.74290 -23.52242 -12.65937
O 14.71358 -23.02566 -10.91544
N 12.60067 -21.91554 -5.74072
O 12.07505 -20.84473 -5.19467
O 13.27119 -22.65079 -5.01378
O 13.14423 -21.87704 -6.84728
N 15.65116 -20.45228 -6.49663
O 16.63277 -21.20565 -6.30306
O 15.75628 -19.31162 -6.00011
O 15.28545 -20.33666 -7.58967
N 14.58124 -18.85072 -10.77626
O 15.20134 -18.24969 -9.84504
O 14.73073 -20.10860 -10.87596
O 14.14039 -18.25704 -11.70477
N 11.13268 -20.18990 -9.93838
O 11.78103 -20.48897 -8.87878
O 11.42759 -20.95193 -10.85917
O 9.89494 -20.01405 -9.76216
N 11.03450 -23.62608 -9.57244
O 10.25818 -24.05002 -8.76713
O 12.19410 -23.32400 -9.23449
O 10.90741 -24.04990 -10.79090
N 15.59111 -24.59831 -6.75499
O 15.10433 -25.18315 -5.65689
O 14.69559 -24.24660 -7.49503
O 16.66471 -23.85834 -6.61249

Entry 4:
5
Properties=species:S:1:pos:R:3 method="wB97M-V/def2-TZVPD" charge=+2 fmax_ev_per_a=1.13 relative_energy_kj_mol=89.9 orbital_gap_ev=4.53
Tl 2.49386 -0.90703 -2.01534
N -0.64903 0.23570 0.53047
O -0.57719 -0.22139 1.63155
O -1.29872 1.19159 0.20755
O 0.03108 -0.29887 -0.35423

Entry 5:
7
Properties=species:S:1:pos:R:3 method="wB97M-V/def2-TZVPD" charge=-1 fmax_ev_per_a=2.52 smiles="O=[N+]([O-])S(=O)(=O)[O-]" relative_energy_kj_mol=1.4 orbital_gap_ev=10.29
N -0.23015 -0.11985 0.99433
O 0.21041 1.59861 -0.83019
O 0.04930 -1.26321 1.29957
O -0.82970 0.61353 1.73766
O 1.51733 -0.49302 -0.91574
O -0.91277 -0.50418 -1.46190
S 0.19558 0.16811 -0.82372

Entry 6:
5
Properties=species:S:1:pos:R:3 method="wB97M-V/def2-TZVPD" charge=0 fmax_ev_per_a=4.54 relative_energy_kj_mol=171.6 orbital_gap_ev="7.73 / 9.99"
O -0.46948 -1.44421 0.05417
O -1.72212 0.76160 0.14674
O 0.76831 0.78137 -0.04683
O 1.77610 -0.09710 0.04514
S -0.61199 -0.02297 -0.22162